Entry 1:
Here is a cluster of 2 separate species, C3H6IO3 in total in a non-equilibrium geometry from OMol25. Energies are from ωB97M-V with the def2-TZVPD basis set.

Last column: natural (NBO) charge in e.
Element x y z (Å)
I -1.90217 -3.73230 3.51588  -0.99
C 1.72236 1.02170 -1.94349  -0.25
O 1.33669 0.15588 -0.85146  -0.50
C 0.12480 0.42649 -0.27073  0.99
O -0.68090 1.35184 -0.54025  -0.67
O -0.02954 -0.48788 0.71745  -0.49
C -1.28548 -0.61364 1.37797  -0.27
H 2.64227 0.53377 -2.26565  0.19
H 1.99014 2.00899 -1.56710  0.18
H 1.00822 1.11969 -2.76111  0.19
H -2.02325 -1.13872 0.77126  0.19
H -1.60164 0.42696 1.45081  0.17
H -1.30148 -1.07278 2.36642  0.26

Output
Energy above the lowest of the compared OMol25 structures with the same formula, charge and spin, kcal/mol: 11.1
Net charge: -1
LUMO level, eV: 2.794
Kohn-Sham gap, eV: 6.265
Spin multiplicity: 1


Entry 2:
Here is an isolated molecule of C25H26N2O2S from OMol25. Energies are from ωB97M-V with the def2-TZVPD basis set.

Last column: natural (NBO) charge in e.
Element x y z (Å)
C -1.39777 2.23775 5.66367  -0.25
O -0.35087 2.94566 5.05173  -0.50
C 0.36554 2.31829 4.06773  0.27
C 0.14527 1.02744 3.61161  -0.31
C 0.92738 0.49506 2.59968  -0.21
C 1.96445 1.22059 2.01509  0.15
N 2.79839 0.70336 1.03654  -0.43
C 3.40428 1.61177 0.07489  -0.21
C 3.56118 0.94147 -1.29296  -0.24
N 2.34665 0.24567 -1.65807  -0.44
C 1.64601 0.65167 -2.74366  0.66
O 2.01606 1.56209 -3.46171  -0.62
C 0.38705 -0.10888 -3.02079  -0.06
C -0.83945 0.52883 -2.89784  -0.19
C -2.00818 -0.14580 -3.19803  -0.21
C -1.96959 -1.46152 -3.64178  -0.03
C -3.22877 -2.22499 -3.87054  -0.52
S -3.42557 -3.49608 -2.54389  0.22
C -2.95784 -2.49401 -1.14734  -0.16
C -3.68388 -1.35887 -0.82223  -0.22
C -3.26192 -0.55325 0.21929  -0.20
C -2.13275 -0.88917 0.94729  -0.23
C -1.43223 -2.04353 0.63963  -0.15
C -1.83808 -2.84580 -0.41121  -0.24
C -0.73620 -2.08688 -3.79138  -0.20
C 0.43238 -1.41822 -3.48622  -0.21
C 1.86283 -0.74595 -0.71480  -0.22
C 2.69739 -0.65343 0.57056  -0.22
C 2.18460 2.51852 2.49765  -0.24
C 1.40031 3.05456 3.49337  -0.23
H -1.03544 1.33476 6.16720  0.17
H -1.82044 2.91530 6.40407  0.20
H -2.17571 1.96229 4.94294  0.17
H -0.63790 0.41441 4.03146  0.22
H 0.70076 -0.50719 2.27345  0.19
H 2.76528 2.49412 -0.03938  0.20
H 4.39166 1.94202 0.42568  0.19
H 4.40354 0.24208 -1.29540  0.19
H 3.73806 1.69904 -2.05912  0.26
H -0.87472 1.55394 -2.56075  0.22
H -2.95745 0.35880 -3.09279  0.21
H -4.10775 -1.58161 -3.86629  0.22
H -3.20239 -2.80605 -4.79134  0.24
H -4.57309 -1.10892 -1.38134  0.22
H -3.81887 0.33854 0.46591  0.22
H -1.80142 -0.25057 1.75201  0.22
H -0.56162 -2.32365 1.21498  0.20
H -1.29172 -3.73995 -0.66933  0.22
H -0.70045 -3.10899 -4.13986  0.22
H 1.38576 -1.90835 -3.62085  0.22
H 1.94248 -1.75562 -1.13604  0.19
H 0.80718 -0.55367 -0.49039  0.21
H 2.26536 -1.28621 1.34305  0.22
H 3.70932 -1.02758 0.37851  0.20
H 2.99300 3.11200 2.10263  0.21
H 1.57994 4.05471 3.85469  0.22

Output
Energy above the lowest of the compared OMol25 structures with the same formula, charge and spin, kcal/mol: 7.6
LUMO level, eV: 0.578
Kohn-Sham gap, eV: 7.972
SMILES string: COc1ccc(N2CCN(C(=O)c3ccc(CSc4ccccc4)cc3)CC2)cc1
Spin multiplicity: 1


Entry 3:
Here is a structure of composition C2H4BeF3NO5S2 in a non-equilibrium geometry from OMol25. Energies are from ωB97M-V with the def2-TZVPD basis set.

Last column: natural (NBO) charge in e.
Element x y z (Å)
N -0.52454 0.61793 -0.95336  -1.19
S 1.02964 0.94376 -1.39447  1.66
O 1.66131 0.84820 0.15556  -0.80
O 1.74305 -0.29868 -1.91030  -0.98
S -1.01300 -0.90607 -0.75800  2.14
O 0.08786 -1.57579 0.01270  -1.06
O -1.50532 -1.93898 -1.66731  -0.85
C -2.64412 -0.47241 0.06774  0.78
F -2.40945 0.08777 1.23774  -0.31
F -3.32652 0.35415 -0.70025  -0.29
F -3.39710 -1.53474 0.27554  -0.29
Be 1.59886 -0.95204 -0.11393  1.70
O 2.64405 -1.75560 0.37847  -1.35
H 3.56530 -1.59044 0.18087  0.48
C 0.72162 1.77564 1.08743  -0.30
H -0.29266 1.61146 1.46115  0.24
H 1.44703 1.97065 1.88832  0.22
H 0.61397 2.81519 0.75213  0.22

Output
Energy above the lowest of the compared OMol25 structures with the same formula, charge and spin, kcal/mol: 19.2
LUMO level, eV: -0.005
Kohn-Sham gap, eV: 10.698
Spin multiplicity: 1